35
Properties=species:S:1:pos:R:3 method="wB97M-V/def2-TZVPD" charge=+1 e_homo_ha=-0.4141 energy_ha=-1991.957669 gap_ev=6.82
Ca -1.60 0.01 1.14
O -3.66 1.46 0.45
O 4.21 1.76 -4.76
O -1.22 2.41 1.31
O 3.27 -0.97 -5.17
O -3.39 -1.61 0.47
O 3.49 -0.67 1.24
O 1.72 0.36 -1.38
O 0.92 0.08 0.57
O -0.46 -2.15 1.12
O -1.29 0.09 -1.24
O -2.17 -1.29 3.26
O 3.94 -0.10 -0.83
O 3.10 -0.94 -2.97
O 0.11 0.58 3.13
O 3.38 1.35 -2.78
C 3.15 -0.24 0.14
C 3.64 0.98 -3.94
C 3.55 -0.44 -4.05
C 1.81 -0.01 -0.21
B 3.03 0.18 -1.96
H 0.14 1.05 3.99
H -2.85 -0.90 3.79
H -4.00 -1.95 1.17
H -1.55 3.02 0.63
H -4.46 1.07 0.67
H -0.62 -2.97 0.73
H -0.35 0.30 -1.52
H -3.99 -1.27 -0.17
H -1.30 2.98 2.06
H -1.67 -0.53 -1.82
H -3.62 1.55 -0.49
H 0.30 -2.11 1.71
H -2.36 -2.18 3.07
H 0.79 1.10 2.64